[1]
C4H8O3 | ωB97M-V/def2-TZVPD

```
15
Properties=species:S:1:pos:R:3:forces:R:3
O 0.620 -1.582 -0.893 0.031 -0.227 0.584
C 0.356 -1.014 0.151 0.112 -0.023 -0.497
C 1.512 -0.379 0.927 -0.020 -0.147 0.255
O 2.020 0.674 0.120 0.140 -0.103 -0.170
C -1.059 -0.585 0.448 -0.153 0.168 -0.200
C -1.100 0.535 -0.689 0.341 -0.294 -0.091
O -2.080 1.547 -0.746 -0.175 0.090 0.552
H 1.192 0.061 1.875 0.011 -0.017 -0.148
H 2.282 -1.134 1.129 -0.136 0.034 -0.060
H 2.102 0.305 -0.773 0.171 0.091 0.178
H -1.756 -1.395 0.210 0.057 0.224 -0.011
H -1.179 -0.317 1.506 -0.041 0.451 -0.458
H -0.119 1.017 -0.670 -0.127 -0.074 -0.103
H -1.171 -0.091 -1.584 0.147 0.212 -0.067
H -1.620 2.359 -1.013 -0.360 -0.384 0.237
```
Positions in Å, forces in eV/Å.

Summary:
SMILES: O=C(CO)CCO
2S+1: 1



[2]
C3H12N2O | ωB97M-V/def2-TZVPD

```
18
Properties=species:S:1:pos:R:3:forces:R:3
C 1.305 -2.403 -1.333 0.216 1.152 0.981
C 2.035 -1.270 -1.467 0.054 -2.441 -2.249
H 0.304 -2.261 -0.951 -0.654 -0.249 -0.887
H 1.652 -3.420 -1.449 0.453 -0.030 0.777
H 1.521 -0.536 -2.084 0.043 1.187 1.532
H 3.095 -1.434 -1.661 -0.001 0.358 -0.138
N -1.928 0.043 1.136 -0.525 -0.132 1.409
C -1.649 0.110 -0.234 1.494 0.919 -1.508
O -0.306 0.638 -0.537 -0.822 -0.228 0.380
H -2.115 0.939 1.569 -0.242 0.152 -0.477
H -1.213 -0.345 1.739 0.121 -0.550 -0.551
H -2.376 0.750 -0.742 -0.123 0.095 0.310
H -1.660 -0.822 -0.802 -0.096 -0.323 0.625
H -0.149 1.315 0.142 -0.159 0.066 -0.355
N 0.553 2.199 1.814 0.473 -0.035 -0.279
H 0.624 2.580 2.747 -0.145 -0.070 0.180
H 0.744 1.202 1.861 0.006 0.008 0.316
H 1.360 2.571 1.319 -0.092 0.119 -0.066
```
Positions in Å, forces in eV/Å.

Summary:
SMILES: C=C.NCO.N
2S+1: 1



[3]
C35H92InN6Na3O17PS | ωB97M-V/def2-TZVPD

```
156
Properties=species:S:1:pos:R:3:forces:R:3
In -1.559 2.674 2.255 -2.457 -6.658 -6.890
Na -0.523 -2.044 -1.673 -0.019 -0.304 0.094
Na 2.052 1.641 0.465 -0.132 -0.169 -0.082
Na -1.725 2.693 -1.821 0.532 -0.332 -0.304
P -0.613 0.501 -0.166 -1.870 0.895 -0.757
O -1.624 0.278 -1.383 1.242 0.315 1.642
O -1.352 0.225 1.162 0.189 0.379 0.590
O -0.288 2.019 -0.058 -0.332 -0.104 -0.794
O 0.658 -0.334 -0.395 -0.359 0.610 -0.117
S 0.712 3.498 3.243 4.343 1.181 1.140
O 1.536 3.239 4.396 -1.100 0.008 -0.131
O 0.715 2.343 2.294 -0.262 -0.134 -0.241
O -0.787 3.557 3.587 1.810 5.159 5.214
O 1.078 4.735 2.551 0.257 -0.561 1.088
C -4.576 -0.574 3.534 -1.243 0.520 0.889
C -5.050 0.014 2.213 0.588 -0.357 -0.342
C -6.310 0.844 2.259 0.375 0.651 0.923
O -6.029 1.958 3.087 0.513 0.556 -0.190
C -6.888 3.056 2.896 -1.083 -0.319 0.423
N -3.914 0.798 1.686 0.842 0.733 -0.946
H -4.664 0.203 4.301 0.331 0.074 -0.122
H -3.554 -0.940 3.525 -0.037 -0.134 -0.277
H -5.266 -1.338 3.899 0.199 -0.262 -0.279
H -5.261 -0.814 1.518 0.138 0.109 -0.039
H -7.122 0.264 2.708 -0.175 -0.081 -0.323
H -6.577 1.234 1.271 -0.113 -0.411 -0.167
H -7.091 3.313 1.848 0.327 -0.197 -0.074
H -6.509 3.940 3.403 0.281 -0.138 0.066
H -7.857 2.802 3.350 -0.050 0.279 -0.100
H -4.129 1.315 0.833 -0.566 -0.127 0.192
H -3.180 0.162 1.349 0.168 0.217 0.510
C 2.083 -5.174 -1.297 0.202 -1.176 -0.529
C 2.715 -4.177 -2.241 -0.218 1.283 0.785
C 2.832 -4.696 -3.656 -0.186 -0.672 0.875
O 3.567 -3.780 -4.408 -0.195 0.465 -0.319
C 4.553 -4.371 -5.217 0.039 -0.152 -0.214
N 1.923 -2.939 -2.150 -0.989 0.245 -0.733
H 1.090 -5.470 -1.654 -0.008 0.235 -0.097
H 1.961 -4.870 -0.259 0.303 0.332 -0.036
H 2.678 -6.094 -1.350 -0.029 0.023 0.395
H 3.744 -3.893 -1.973 0.013 -0.548 0.318
H 1.840 -4.941 -4.056 0.024 0.313 -0.323
H 3.369 -5.649 -3.567 0.049 -0.004 -0.154
H 5.237 -4.965 -4.604 0.096 -0.004 -0.075
H 5.100 -3.577 -5.718 0.040 0.071 0.074
H 4.115 -5.015 -5.987 -0.029 -0.048 0.027
H 2.271 -2.219 -2.777 0.175 -0.020 0.171
H 1.909 -2.561 -1.207 0.452 -0.138 0.026
C -0.938 -0.953 4.433 -0.776 -1.453 0.097
C -1.462 0.170 5.283 0.674 0.734 -0.204
C -1.146 -0.004 6.766 -0.756 1.396 -0.325
O -2.014 -0.958 7.277 0.637 -1.086 -0.182
C -1.680 -1.437 8.559 -0.690 1.043 0.731
N -0.841 1.442 4.811 -0.317 -1.371 0.752
H 0.141 -1.066 4.522 -0.040 0.113 -0.003
H -1.237 -0.970 3.382 0.226 0.771 -0.042
H -1.397 -1.890 4.776 0.275 0.021 0.353
H -2.544 0.267 5.198 0.005 -0.027 -0.042
H -1.403 0.962 7.239 0.182 0.023 0.078
H -0.064 -0.114 6.922 -0.070 -0.728 0.141
H -0.616 -1.615 8.719 0.023 -0.488 -0.377
H -2.339 -2.275 8.753 0.361 -0.370 0.012
H -1.947 -0.670 9.303 0.022 -0.013 0.010
H 0.171 1.275 4.779 -0.211 0.076 -0.388
H -0.897 2.095 5.597 -0.287 0.280 -0.501
C -3.139 -3.265 0.784 -1.033 0.061 -0.051
C -1.790 -3.570 1.399 -0.167 0.160 -0.288
C -1.337 -4.980 1.091 0.355 0.493 -1.057
O -0.163 -5.230 1.811 0.203 -0.393 0.543
C 0.374 -6.529 1.641 -0.101 -0.419 1.123
N -0.833 -2.635 0.788 0.571 0.289 0.437
H -3.958 -3.818 1.257 0.182 -0.102 0.052
H -3.220 -3.444 -0.292 0.394 -0.216 0.039
H -3.416 -2.208 0.877 0.279 0.023 0.210
H -1.856 -3.481 2.492 0.076 0.173 -0.032
H -1.054 -4.954 0.027 -0.368 -0.321 -0.158
H -2.128 -5.721 1.239 0.070 -0.101 0.277
H 1.074 -6.692 2.466 0.342 0.362 -0.358
H 0.866 -6.685 0.679 -0.155 0.046 -0.027
H -0.359 -7.322 1.859 -0.263 0.271 -0.583
H -1.094 -1.673 1.011 -0.368 -0.229 0.074
H 0.078 -2.691 1.254 -0.037 -0.453 -0.296
C 1.212 6.199 -0.478 0.291 -0.279 -0.085
C -0.255 5.876 -0.174 0.313 0.341 0.611
C -1.083 5.845 -1.424 -2.103 -0.502 -0.049
O -0.663 4.799 -2.306 0.495 -0.244 -0.113
C -0.907 5.034 -3.686 -0.329 0.423 -0.202
N -0.448 4.596 0.563 -0.144 -0.688 -1.197
H 1.325 7.242 -0.778 -0.169 -0.007 -0.037
H 1.598 5.579 -1.289 -0.009 -0.071 0.017
H 1.853 6.058 0.393 -0.148 -0.058 0.070
H -0.586 6.694 0.472 -0.407 -0.140 -0.113
H -1.278 6.803 -1.914 0.905 0.058 -0.209
H -2.112 5.555 -1.135 0.065 0.156 0.248
H -0.593 4.191 -4.302 0.122 -0.228 0.430
H -0.353 5.909 -4.038 -0.140 0.074 0.085
H -1.983 5.174 -3.853 0.118 0.178 -0.097
H 0.325 4.514 1.245 -0.425 0.643 -0.175
H -0.237 3.828 -0.079 -0.169 0.239 0.018
C 5.082 -0.464 -3.107 0.526 -0.120 -0.916
C 4.592 0.296 -1.852 0.353 -1.241 -0.804
C 5.626 1.301 -1.383 1.234 1.078 0.156
C 5.621 2.685 -2.011 -0.793 0.604 1.098
C 4.186 3.209 -1.995 0.721 -0.524 0.350
C 3.213 2.240 -2.692 0.556 2.112 -1.444
N 3.275 0.918 -2.081 0.255 1.587 2.171
O 2.289 0.036 -2.542 0.198 -0.006 -0.347
C 1.827 2.880 -2.523 -0.033 -2.213 -0.015
C 3.576 2.284 -4.183 -0.254 -1.240 -1.011
C 4.476 -0.734 -0.737 -0.337 0.217 0.619
H 4.516 -0.269 -4.020 -0.356 -0.002 0.271
H 5.088 -1.546 -2.966 -0.216 0.017 0.066
H 6.106 -0.223 -3.412 0.021 0.190 0.382
H 5.574 1.453 -0.297 -0.500 -0.004 -0.038
H 6.663 0.965 -1.494 -0.336 -0.808 -0.169
H 6.069 2.814 -2.995 -0.077 -0.493 -0.101
H 6.187 3.349 -1.350 0.204 -0.100 -0.124
H 4.277 4.217 -2.407 -0.944 -0.105 -0.358
H 3.806 3.323 -0.968 0.402 0.066 0.132
H 1.685 3.136 -1.473 -0.198 0.552 -0.143
H 1.651 3.671 -3.238 0.099 0.391 0.283
H 1.125 2.063 -2.740 -0.336 0.382 -0.074
H 3.067 1.461 -4.704 -0.230 0.227 0.032
H 3.290 3.208 -4.686 -0.065 0.107 0.249
H 4.621 2.101 -4.437 0.093 0.136 0.447
H 5.457 -1.065 -0.392 0.066 -0.188 -0.392
H 3.862 -1.579 -1.030 0.096 -0.144 0.007
H 4.020 -0.309 0.162 -0.097 0.095 -0.116
H 1.659 0.023 -1.789 0.028 -0.376 -0.204
C -5.154 -0.252 -1.781 0.174 0.796 -0.010
C -4.391 -1.023 -2.838 0.234 -1.031 0.182
O -3.180 -1.599 -2.308 -0.438 0.669 0.045
H -5.949 0.339 -2.244 -0.117 -0.172 0.040
H -4.484 0.475 -1.304 0.035 -0.048 -0.029
H -5.571 -0.865 -0.984 0.009 -0.226 -0.143
H -4.140 -0.406 -3.707 -0.164 0.085 0.080
H -5.000 -1.869 -3.162 0.041 0.112 -0.233
H -2.764 -0.830 -1.853 0.237 -0.495 0.027
C 2.280 -2.411 3.454 -0.449 0.381 0.825
C 2.027 -1.199 2.597 0.622 -0.020 -1.700
O 2.255 -1.630 1.222 -0.603 0.779 0.302
H 1.712 -3.248 3.049 -0.065 -0.066 0.166
H 1.971 -2.198 4.483 -0.122 -0.238 -0.030
H 3.326 -2.702 3.536 0.110 0.173 -0.413
H 2.706 -0.356 2.806 0.088 -0.227 0.276
H 1.019 -0.764 2.610 0.002 -0.420 0.509
H 1.629 -1.084 0.674 0.613 -0.692 0.224
C -1.441 -0.207 -5.896 0.514 -0.386 0.850
C -0.613 0.086 -4.650 -0.226 -0.439 -0.254
O -1.265 1.030 -3.814 0.080 0.135 0.204
H -2.402 -0.641 -5.617 -0.021 0.029 0.066
H -0.860 -0.991 -6.389 -0.283 0.294 -0.728
H -1.626 0.697 -6.467 0.235 -0.109 -0.348
H 0.413 0.375 -4.900 -0.168 0.544 -0.067
H -0.446 -0.877 -4.140 -0.287 0.136 0.272
H -1.478 0.575 -2.966 0.287 0.176 -0.121
```
Positions in Å, forces in eV/Å.

Summary:
Net charge: +1
2S+1: 1



[4]
H4O2 | ωB97M-V/def2-TZVPD

```
6
Properties=species:S:1:pos:R:3:forces:R:3
O 22.552 12.539 -10.021 -0.113 -0.068 0.000
H 22.214 13.335 -10.438 0.021 0.035 0.002
H 22.890 11.996 -10.748 0.151 0.155 0.180
O 23.514 11.056 -12.225 -0.159 -0.087 -0.211
H 24.181 10.650 -12.785 0.100 0.020 0.063
H 22.674 10.864 -12.655 0.000 -0.055 -0.035
```
Positions in Å, forces in eV/Å.

Summary:
SMILES: O.O
2S+1: 1



[5]
C4H3NO2 | ωB97M-V/def2-TZVPD

```
10
Properties=species:S:1:pos:R:3:forces:R:3
N 2.911 -0.024 -0.651 -1.159 0.285 1.261
C 1.988 0.081 0.045 0.117 -0.421 -1.404
C 0.622 0.068 0.752 0.355 -0.490 -1.996
O -0.121 -1.090 0.390 -0.022 -0.435 -0.299
C -1.158 -0.689 -0.409 0.667 4.271 0.139
C -1.168 0.694 -0.483 -0.143 -2.850 0.520
O -0.119 1.212 0.391 -1.209 -0.861 -0.797
H 0.816 -0.146 1.756 0.164 0.921 1.955
H -1.842 -1.416 -0.781 -0.041 -0.290 -0.239
H -1.930 1.310 -1.011 1.271 -0.130 0.860
```
Positions in Å, forces in eV/Å.

Summary:
SMILES: N#CC1OC=CO1
2S+1: 1



HOMO energy for the records above, in order: -9.75; -9.17; -10.64; -10.87; -9.01 eV
Strongest force on any atom for the records above, in order: 0.0125; 0.0646; 0.1924; 0.0055; 0.0841 Eh/bohr
HOMO-LUMO gap for the records above, in order: 10.464; 10.006; 5.352; 11.457; 9.823 eV